Density functional theory data (the ωB97M-V functional and the def2-TZVPD basis) for a 5-piece molecular cluster, CH12O5 overall.

Values from the calculation:
Highest occupied orbital energy (Eh): -0.3978
Multiplicity: 1
Total charge: 0
Maximum force (eV Å⁻¹): 0.72

Last column: Mulliken charge in e.
CARTESIAN COORDINATES (ANGSTROEM)
C (1.09, -2.82, 0.27)  -0.637
O (0.89, -1.45, 0.02)  -0.425
H (1.74, -3.00, 1.12)  0.285
H (1.49, -3.36, -0.60)  0.244
H (0.16, -3.30, 0.58)  0.267
H (1.24, -0.91, 0.73)  0.292
O (0.77, 1.65, -2.10)  -0.674
H (0.10, 0.95, -2.00)  0.364
H (1.45, 1.29, -2.68)  0.310
O (-1.72, 0.42, 2.13)  -0.642
H (-1.15, 0.67, 1.40)  0.324
H (-1.60, 1.04, 2.85)  0.325
O (-1.49, -0.06, -0.94)  -0.644
H (-1.09, -0.83, -0.51)  0.324
H (-1.86, -0.47, -1.73)  0.279
O (0.58, 1.96, 0.76)  -0.636
H (0.66, 2.11, -0.20)  0.357
H (-0.34, 2.13, 0.95)  0.287


Density functional theory data (the ωB97M-V functional and the def2-TZVPD basis) for a 6-piece molecular cluster, CH12O6 overall.

Values from the calculation:
Highest occupied orbital energy (Eh): -0.3810
Multiplicity: 1
Total charge: 0
Maximum force (eV Å⁻¹): 2.47

Last column: Mulliken charge in e.
CARTESIAN COORDINATES (ANGSTROEM)
C (2.23, 2.61, -1.83)  -0.047
O (1.06, 2.80, -1.54)  -0.381
H (2.57, 2.11, -2.79)  0.215
H (3.03, 2.56, -1.01)  0.206
O (1.77, -0.34, 1.49)  -0.603
H (2.62, -0.03, 1.83)  0.293
H (1.80, -0.04, 0.56)  0.359
O (-3.12, -1.03, 2.22)  -0.652
H (-3.61, -0.40, 2.72)  0.288
H (-2.78, -0.78, 1.35)  0.355
O (-0.87, -2.08, 0.47)  -0.579
H (-1.42, -2.67, 0.98)  0.290
H (-0.03, -2.52, 0.31)  0.254
O (-2.00, 0.67, -0.30)  -0.602
H (-1.21, 1.10, -0.62)  0.293
H (-2.66, 0.81, -0.99)  0.310
O (1.07, -0.60, -1.09)  -0.658
H (0.12, -0.70, -0.88)  0.374
H (1.42, -1.46, -0.88)  0.285


Sequential calculated total energy output: -421.47478 -496.68331 Eh